Arrangement P

Formula: C18H38N2O12
Source: OMol25
Level of theory: ωB97M-V/def2-TZVPD

Each atom is followed by the atoms it is bonded to, with distances in Å.
Positions of all 70 atoms, in Å:
1 C 1.642 1.044 0.465  N2 1.498, H5 1.090, H6 1.090, H7 1.090
2 N 0.354 0.955 -0.294  C1 1.498, O3 1.256, O4 1.206
3 O 0.286 1.535 -1.406  N2 1.256
4 O -0.517 0.304 0.227  N2 1.206
5 H 1.467 0.910 1.533  C1 1.090
6 H 2.042 2.049 0.330  C1 1.090
7 H 2.304 0.311 0.004  C1 1.090
8 C -1.885 -1.833 3.428  N9 1.497, H12 1.090, H13 1.090, H14 1.090
9 N -1.029 -0.653 3.768  C8 1.497, O10 1.262, O11 1.228
10 O -0.799 0.230 2.896  N9 1.262
11 O -0.491 -0.757 4.868  N9 1.228
12 H -2.356 -2.451 4.192  C8 1.090
13 H -1.320 -2.391 2.682  C8 1.090
14 H -2.665 -1.319 2.865  C8 1.090
15 O -0.653 -1.961 -2.226  C16 1.278
16 C 0.037 -1.661 -3.260  O15 1.278, O17 1.316, C20 1.571
17 O -0.347 -1.080 -4.376  C16 1.316, C18 1.436
18 C -1.744 -0.775 -4.510  O17 1.436, C19 1.579, H21 1.090, H22 1.090
19 C -2.188 0.678 -4.082  C18 1.579, H23 1.090, H24 1.090, H25 1.090
20 C 1.523 -2.168 -3.219  C16 1.571, H26 1.090, H27 1.090, H28 1.090
21 H -2.367 -1.457 -3.931  C18 1.090
22 H -2.060 -0.919 -5.543  C18 1.090
23 H -1.675 0.850 -3.136  C19 1.090
24 H -3.205 0.710 -3.690  C19 1.090
25 H -1.786 1.447 -4.741  C19 1.090
26 H 1.462 -3.167 -2.787  C20 1.090
27 H 2.201 -1.568 -2.612  C20 1.090
28 H 1.871 -2.498 -4.198  C20 1.090
29 O -4.977 0.660 2.838  C30 1.203
30 C -4.991 0.518 1.643  O29 1.203, O31 1.343, C34 1.468
31 O -6.119 0.419 0.921  C30 1.343, C32 1.409
32 C -7.330 0.455 1.638  O31 1.409, C33 1.563, H35 1.090, H36 1.090
33 C -7.777 -1.004 1.980  C32 1.563, H37 1.090, H38 1.090, H39 1.090
34 C -3.760 0.545 0.844  C30 1.468, H40 1.090, H41 1.090, H42 1.090
35 H -8.145 0.828 1.017  C32 1.090
36 H -7.358 1.004 2.579  C32 1.090
37 H -8.819 -0.951 2.298  C33 1.090
38 H -7.228 -1.398 2.834  C33 1.090
39 H -7.723 -1.639 1.096  C33 1.090
40 H -3.683 -0.464 0.439  C34 1.090
41 H -2.880 0.977 1.322  C34 1.090
42 H -3.916 1.104 -0.079  C34 1.090
43 O 4.621 2.560 -0.288  C44 1.231
44 C 4.977 2.642 -1.464  O43 1.231, O45 1.335, C48 1.490
45 O 4.387 3.363 -2.421  C44 1.335, C46 1.444
46 C 3.200 4.157 -2.204  O45 1.444, C47 1.542, H49 1.090, H50 1.090
47 C 3.577 5.402 -1.376  C46 1.542, H51 1.090, H52 1.090, H53 1.090
48 C 6.231 1.945 -1.866  C44 1.490, H54 1.090, H55 1.090, H56 1.090
49 H 2.443 3.584 -1.669  C46 1.090
50 H 2.781 4.439 -3.170  C46 1.090
51 H 3.915 5.231 -0.354  C47 1.090
52 H 2.700 6.030 -1.219  C47 1.090
53 H 4.167 6.031 -2.043  C47 1.090
54 H 6.960 2.126 -1.077  C48 1.090
55 H 6.647 2.223 -2.834  C48 1.090
56 H 6.057 0.869 -1.888  C48 1.090
57 O 1.290 -2.956 4.035  C58 1.250
58 C 2.286 -2.458 3.468  O57 1.250, O59 1.331, C62 1.529
59 O 2.474 -2.426 2.150  C58 1.331, C60 1.473
60 C 1.471 -2.747 1.120  O59 1.473, C61 1.514, H63 1.090, H64 1.090
61 C 2.270 -3.081 -0.121  C60 1.514, H65 1.090, H66 1.090, H67 1.090
62 C 3.520 -1.946 4.213  C58 1.529, H68 1.090, H69 1.090, H70 1.090
63 H 0.869 -1.850 0.972  C60 1.090
64 H 0.846 -3.598 1.388  C60 1.090
65 H 2.842 -2.202 -0.418  C61 1.090
66 H 1.537 -3.499 -0.811  C61 1.090
67 H 2.956 -3.907 0.066  C61 1.090
68 H 4.239 -1.536 3.504  C62 1.090
69 H 4.017 -2.708 4.813  C62 1.090
70 H 3.325 -1.106 4.880  C62 1.090

Properties
- SMILES string: C[N+](=O)[O-].C[N+](=O)[O-].CCOC(C)=O.CCOC(C)=O.CCOC(C)=O.CCOC(C)=O
- LUMO level: 0.0117 Eh
- Orbital gap: 0.3831 Eh

***

Arrangement Q

Formula: C18H38N2O12
Source: OMol25
Level of theory: ωB97M-V/def2-TZVPD

Each atom is followed by the atoms it is bonded to, with distances in Å.
Positions of all 70 atoms, in Å:
1 C -1.198 0.592 0.392  N2 1.477, H5 1.091, H6 1.083, H7 1.083
2 N -0.152 -0.358 0.824  C1 1.477, O3 1.224, O4 1.216
3 O 0.413 -0.153 1.891  N2 1.224
4 O 0.043 -1.355 0.156  N2 1.216
5 H -0.695 1.391 -0.154  C1 1.091
6 H -1.686 1.043 1.247  C1 1.083
7 H -1.856 0.049 -0.275  C1 1.083
8 C -4.743 -3.278 0.906  N9 1.503, H12 1.083, H13 1.091, H14 1.084
9 N -3.789 -2.129 0.739  C8 1.503, O10 1.200, O11 1.216
10 O -2.622 -2.289 0.964  N9 1.200
11 O -4.315 -1.088 0.395  N9 1.216
12 H -4.983 -3.451 1.948  C8 1.083
13 H -4.280 -4.167 0.475  C8 1.091
14 H -5.601 -3.086 0.272  C8 1.084
15 O 3.948 -0.186 4.116  C16 1.216
16 C 3.243 -0.777 4.911  O15 1.216, O17 1.323, C20 1.505
17 O 3.737 -1.710 5.707  C16 1.323, C18 1.421
18 C 5.103 -1.932 6.033  O17 1.421, C19 1.536, H21 1.086, H22 1.089
19 C 5.862 -2.528 4.839  C18 1.536, H23 1.088, H24 1.092, H25 1.086
20 C 1.752 -0.591 4.993  C16 1.505, H26 1.085, H27 1.089, H28 1.090
21 H 5.059 -2.683 6.815  C18 1.086
22 H 5.570 -1.004 6.361  C18 1.089
23 H 5.419 -3.494 4.603  C19 1.088
24 H 6.898 -2.677 5.150  C19 1.092
25 H 5.816 -1.912 3.946  C19 1.086
26 H 1.159 -1.487 4.846  C20 1.085
27 H 1.591 0.115 4.180  C20 1.089
28 H 1.543 -0.105 5.946  C20 1.090
29 O -3.527 6.807 -2.612  C30 1.204
30 C -2.328 6.882 -2.690  O29 1.204, O31 1.346, C34 1.501
31 O -1.553 5.804 -2.915  C30 1.346, C32 1.400
32 C -2.053 4.503 -2.783  O31 1.400, C33 1.546, H35 1.087, H36 1.091
33 C -2.274 4.094 -1.309  C32 1.546, H37 1.091, H38 1.098, H39 1.088
34 C -1.554 8.166 -2.614  C30 1.501, H40 1.091, H41 1.089, H42 1.083
35 H -1.288 3.822 -3.148  C32 1.087
36 H -2.960 4.346 -3.368  C32 1.091
37 H -2.516 4.936 -0.659  C33 1.091
38 H -1.292 3.792 -0.923  C33 1.098
39 H -2.922 3.250 -1.085  C33 1.088
40 H -0.796 8.183 -3.398  C34 1.091
41 H -1.013 8.157 -1.669  C34 1.089
42 H -2.253 8.973 -2.798  C34 1.083
43 O 4.995 -4.947 -0.154  C44 1.202
44 C 4.303 -5.100 0.816  O43 1.202, O45 1.347, C48 1.533
45 O 3.220 -4.341 1.073  C44 1.347, C46 1.419
46 C 2.913 -3.247 0.224  O45 1.419, C47 1.504, H49 1.095, H50 1.097
47 C 3.150 -1.904 0.859  C46 1.504, H51 1.092, H52 1.094, H53 1.085
48 C 4.783 -5.888 2.040  C44 1.533, H54 1.089, H55 1.089, H56 1.083
49 H 1.884 -3.255 -0.152  C46 1.095
50 H 3.443 -3.424 -0.720  C46 1.097
51 H 2.890 -1.136 0.129  C47 1.092
52 H 4.214 -1.698 1.006  C47 1.094
53 H 2.580 -1.852 1.781  C47 1.085
54 H 3.932 -5.953 2.717  C48 1.089
55 H 5.527 -5.202 2.440  C48 1.089
56 H 5.277 -6.833 1.853  C48 1.083
57 O -4.140 1.600 -2.792  C58 1.211
58 C -3.783 0.619 -3.408  O57 1.211, O59 1.317, C62 1.521
59 O -3.322 0.615 -4.642  C58 1.317, C60 1.434
60 C -2.998 1.884 -5.224  O59 1.434, C61 1.506, H63 1.095, H64 1.092
61 C -2.603 1.673 -6.662  C60 1.506, H65 1.090, H66 1.090, H67 1.090
62 C -3.912 -0.757 -2.775  C58 1.521, H68 1.085, H69 1.090, H70 1.089
63 H -2.180 2.391 -4.702  C60 1.095
64 H -3.803 2.602 -5.052  C60 1.092
65 H -2.326 2.627 -7.112  C61 1.090
66 H -3.395 1.259 -7.286  C61 1.090
67 H -1.744 1.003 -6.699  C61 1.090
68 H -4.747 -0.656 -2.089  C62 1.085
69 H -3.012 -1.000 -2.210  C62 1.090
70 H -4.057 -1.544 -3.514  C62 1.089

Properties
- SMILES string: C[N+](=O)[O-].C[N+](=O)[O-].CCOC(C)=O.CCOC(C)=O.CCOC(C)=O.CCOC(C)=O
- LUMO level: -0.0025 Eh
- Orbital gap: 0.3615 Eh

***

Most stable of them? arrangement Q.